DFT (ωB97M-V/def2-TZVPD) results for a structure of composition C28H46InO48S11 at a distorted geometry.

The geometry in XYZ format:
```
134
Properties=species:S:1:pos:R:3:forces:R:3:lowdin_charge:R:1
In -10.947886 -9.313307 8.334128 0.450 0.369 -0.265 1.150
C -8.869506 -11.520339 12.377585 -1.175 0.689 -1.455 0.193
C -9.252160 -10.957748 11.103295 1.024 0.531 -1.027 -0.299
C -8.101964 -10.591832 10.100511 -0.411 0.243 0.440 -0.274
O -8.381100 -10.113152 9.028212 -0.334 -0.026 -0.270 0.052
C -6.715670 -10.745496 10.501723 -2.182 -0.575 -0.557 0.243
C -6.456262 -11.197958 11.813256 3.055 0.501 1.009 -0.329
C -7.524970 -11.641096 12.765290 -0.366 -1.436 1.413 -0.325
O -7.320357 -12.207921 13.843313 1.060 0.643 -0.798 0.125
O -5.269663 -11.185864 12.162125 -0.779 -0.467 0.358 0.119
O -10.375545 -10.710694 10.729731 -0.329 -0.244 0.348 0.013
H -9.665855 -11.819047 13.047849 0.090 -0.020 0.158 0.137
H -5.962350 -10.594219 9.734437 0.268 0.171 0.216 0.151
C -5.276335 -13.922014 10.362492 -0.690 0.598 -1.127 -0.196
C -6.407517 -14.960838 10.204177 0.647 -0.239 2.109 -0.164
O -5.839207 -16.075413 9.557173 0.549 -0.373 -0.587 -0.167
S -4.336901 -15.795495 8.984498 -1.329 -0.425 -1.241 0.671
O -4.430774 -15.200740 7.699777 -0.096 0.559 0.204 -0.194
O -3.564674 -16.989389 9.071743 -0.348 1.246 1.415 -0.173
O -4.083464 -14.590144 10.062200 1.291 -1.313 -0.245 -0.221
H -5.119086 -13.496455 11.350651 -0.404 -0.131 0.064 0.097
H -5.476784 -13.124196 9.635102 0.429 0.136 -0.006 0.112
H -7.341107 -14.607158 9.773368 0.249 0.027 -0.511 0.132
H -6.595101 -15.274699 11.238027 -0.490 -0.336 -0.168 0.120
C -5.404982 -10.571067 16.459089 0.136 -1.642 -0.884 -0.174
C -4.251444 -11.054083 15.519268 -0.202 -0.714 -0.048 -0.164
O -3.348533 -9.968573 15.387021 -0.438 2.560 -0.661 -0.193
S -4.249537 -8.571487 15.435112 -1.052 -1.795 1.420 0.705
O -5.073191 -8.439176 14.252065 0.806 -0.428 0.574 -0.250
O -3.550032 -7.443645 15.938420 0.007 -1.042 -0.474 -0.174
O -5.170096 -9.208240 16.644523 0.313 1.650 -0.152 -0.167
H -5.389432 -11.211881 17.343111 0.407 0.961 0.662 0.135
H -6.413790 -10.758419 16.079861 0.184 0.283 -0.603 0.092
H -4.590371 -11.380496 14.534505 -0.182 0.191 0.014 0.094
H -3.646074 -11.848227 15.945304 -0.172 0.046 0.189 0.109
C -5.587162 -8.009364 5.338927 0.343 0.682 -0.978 -0.151
C -6.327527 -9.034061 4.495299 -0.315 0.277 1.464 -0.139
O -7.605623 -8.367154 4.317980 -1.186 0.607 1.457 -0.187
S -8.036594 -7.653254 5.751460 1.243 1.214 -0.431 0.675
O -8.612590 -8.596589 6.681295 -0.622 0.211 -0.910 -0.374
O -8.626935 -6.345935 5.548437 0.509 -2.528 -0.038 -0.207
O -6.534628 -7.468387 6.277105 -0.561 -0.293 -0.215 -0.191
H -5.335552 -7.209191 4.640973 0.469 0.195 0.346 0.139
H -4.737068 -8.371916 5.903048 0.031 -0.056 -0.129 0.116
H -6.447706 -9.930901 5.105636 -0.190 -0.325 -0.515 0.118
H -5.907237 -9.192167 3.509670 0.022 -0.117 0.063 0.147
C -6.748204 -14.484780 16.522263 0.345 0.292 -1.634 -0.199
C -5.827356 -15.497691 17.218451 1.105 0.571 0.056 -0.173
O -6.537526 -15.985469 18.325994 -1.917 0.378 1.561 -0.176
S -7.970822 -15.222772 18.574886 0.462 0.541 -0.289 0.689
O -7.825782 -14.067713 19.425575 0.211 -1.252 -0.930 -0.226
O -9.022785 -16.156581 18.796937 1.000 0.485 -0.257 -0.196
O -8.055047 -14.701470 17.021164 -0.101 -0.024 0.436 -0.199
H -6.741461 -14.502580 15.426304 -0.521 -1.200 -0.001 0.103
H -6.414031 -13.439614 16.537596 -0.070 0.074 1.491 0.110
H -4.928336 -14.958331 17.529789 -0.089 -0.145 0.268 0.126
H -5.471709 -16.410555 16.735160 -0.392 0.357 -0.766 0.141
C -12.862802 -9.534904 12.849261 0.556 0.176 -0.661 -0.188
C -13.821520 -10.720868 12.777428 0.625 -0.069 0.845 -0.179
O -14.697516 -10.612412 13.877127 -0.362 1.369 1.205 -0.187
S -14.620122 -9.118791 14.643255 -1.504 -1.509 -0.462 0.701
O -14.522197 -9.292587 16.058854 0.363 0.145 -1.527 -0.211
O -15.709312 -8.336916 14.121093 1.613 -0.343 0.073 -0.221
O -13.171992 -8.781349 14.005678 -0.515 0.637 0.353 -0.186
H -12.880122 -8.980578 11.907568 -0.421 0.624 0.342 0.124
H -11.820245 -9.843509 12.931736 -0.032 -0.132 0.378 0.100
H -13.206324 -11.593230 12.996612 -0.473 -0.464 -0.689 0.120
H -14.366573 -10.725307 11.837440 -0.019 -0.382 0.042 0.136
C -9.632722 -11.312217 17.439063 -0.529 0.673 -0.371 -0.153
C -9.487065 -10.681876 16.065060 0.611 0.329 -0.911 -0.197
O -10.335546 -9.555163 16.021535 -2.066 0.819 -0.191 -0.218
S -11.144845 -9.311735 17.419248 0.015 -1.791 0.828 0.698
O -12.355402 -10.089670 17.549083 1.812 0.874 -0.671 -0.220
O -11.151225 -7.921640 17.721219 0.521 -0.989 -0.274 -0.188
O -9.957393 -10.153638 18.212640 -0.442 0.859 0.811 -0.191
H -8.708584 -11.790522 17.750023 -0.068 0.197 0.476 0.123
H -10.479359 -11.995907 17.504022 0.141 -0.225 -0.152 0.135
H -9.702312 -11.344613 15.223049 -0.187 -0.129 0.234 0.105
H -8.529564 -10.182778 15.867989 0.371 -0.757 0.370 0.116
C -1.367992 -9.064728 13.303580 -0.133 -0.722 0.652 -0.168
C -2.351861 -8.767290 12.168846 0.088 -1.279 -0.836 -0.151
O -1.517290 -8.577505 11.011136 0.110 0.060 -0.368 -0.200
S -0.099560 -9.343186 11.178071 1.173 2.508 -0.495 0.664
O 0.920278 -8.573962 10.519321 -1.288 -0.802 1.036 -0.203
O -0.214013 -10.716334 10.797341 -0.627 0.005 0.913 -0.234
O -0.046433 -9.036715 12.773251 0.322 -0.570 -1.458 -0.162
H -1.564751 -10.093193 13.603575 0.072 0.170 0.518 0.118
H -1.381939 -8.391825 14.156880 -0.035 0.041 -0.093 0.133
H -3.112203 -8.000722 12.286400 0.616 0.586 -0.037 0.124
H -2.906334 -9.688665 11.965655 -0.202 0.016 0.170 0.101
C -10.628444 -16.164923 12.316626 0.271 1.126 0.160 -0.144
C -10.008384 -14.833366 11.822290 -0.693 -0.362 1.481 -0.193
O -10.767380 -14.375184 10.734678 0.302 -0.084 -0.888 -0.204
S -12.259542 -14.972155 10.723170 -0.697 -0.801 -0.030 0.662
O -12.488437 -15.575129 9.452147 0.472 -0.049 0.900 -0.202
O -13.191996 -13.986386 11.163765 0.737 -0.381 0.383 -0.220
O -12.004106 -16.085773 11.933692 -0.026 0.951 -1.167 -0.167
H -10.540721 -16.066673 13.397587 -0.383 -0.638 0.102 0.133
H -10.122317 -17.065309 11.979064 -0.299 -0.061 -0.352 0.135
H -8.940272 -14.944567 11.654545 -0.082 0.223 -0.583 0.108
H -10.204137 -14.120269 12.629370 0.450 0.104 0.093 0.115
C -2.309338 -12.522477 8.395040 0.897 2.048 1.149 -0.115
C -2.953473 -11.271435 9.127597 0.912 -1.956 -0.910 -0.144
O -3.129881 -10.399054 8.028812 -0.372 1.295 -0.069 -0.182
S -3.756731 -11.202468 6.819677 -0.333 -0.167 0.309 0.631
O -3.467133 -10.515999 5.601539 0.081 -0.847 0.854 -0.197
O -5.139066 -11.484002 7.136657 0.810 -0.038 -0.085 -0.253
O -2.852266 -12.500877 7.074649 -0.942 -0.208 -0.764 -0.168
H -2.367680 -13.421252 8.996880 -0.644 -0.365 -0.686 0.113
H -1.250870 -12.280275 8.287091 0.023 -0.124 -0.060 0.139
H -2.214746 -10.869691 9.810269 -0.290 0.238 0.127 0.092
H -3.911803 -11.546978 9.566845 0.003 0.252 0.232 0.085
C -4.230197 -14.450247 14.081726 -0.092 0.455 0.458 -0.172
C -3.107850 -14.256273 13.054293 -0.619 -1.060 0.891 -0.157
O -1.887067 -14.368526 13.766510 0.669 0.044 1.036 -0.170
S -2.061802 -14.426223 15.385958 -0.730 -0.146 -0.685 0.658
O -1.421138 -13.289319 15.956678 -0.080 -0.844 -0.105 -0.200
O -1.954757 -15.762023 15.886401 0.549 1.074 -0.505 -0.197
O -3.629818 -14.095109 15.321965 -0.347 0.230 0.577 -0.249
H -4.679603 -15.441530 14.150953 0.213 -0.100 -0.129 0.136
H -4.994069 -13.684830 13.930381 -0.238 -0.258 -0.103 0.097
H -3.277537 -13.246254 12.680382 0.753 -0.170 -0.682 0.123
H -3.109472 -15.121304 12.395496 -0.092 0.683 -0.787 0.137
C -6.722087 -7.484948 11.742772 -1.112 0.007 0.937 -0.125
C -8.036365 -7.916981 12.529333 0.231 1.752 -0.662 -0.095
O -9.106604 -7.724174 11.566285 -0.001 -1.074 -0.192 -0.217
S -8.701453 -6.653614 10.465851 0.081 1.935 0.054 0.620
O -8.928401 -5.350233 11.026304 0.396 -1.395 -0.706 -0.182
O -9.249555 -6.988603 9.180260 0.183 -0.378 1.121 -0.306
O -7.128435 -6.992688 10.454456 -0.719 -0.761 0.003 -0.174
H -6.097708 -8.373452 11.686093 0.469 0.319 -0.555 0.098
H -6.247560 -6.644739 12.239020 0.313 -0.331 0.285 0.138
H -8.223068 -7.229959 13.351524 0.053 -0.116 0.136 0.141
H -8.066107 -8.936450 12.897969 0.050 -0.090 -0.194 0.103
```
Positions in Å, forces in eV/Å.

Calculated values
Maximum force   0.063 Eh/bohr
Relative energy (zero: lowest compared OMol25 entry of this formula, charge and spin)   38.3 kcal/mol
Kohn-Sham gap   3.47 eV
Total charge   +1
HOMO   -12.924 eV
LUMO level   -9.46 eV

***

DFT (ωB97M-V/def2-TZVPD) results for a structure of composition C29H24MnN9OS.

The geometry in XYZ format:
```
65
Properties=species:S:1:pos:R:3:forces:R:3:lowdin_charge:R:1
Mn 0.747252 -0.697589 0.579540 0.113 0.213 0.407 0.543
N -2.959605 -0.427968 -1.573529 0.000 0.003 0.027 0.145
C -1.808926 -0.881404 -1.064424 -0.010 0.041 -0.056 -0.100
N -1.123132 -0.266328 -0.155601 0.054 0.167 0.064 0.084
C -1.571997 0.970475 0.324524 0.268 -0.051 0.149 -0.263
N -0.836189 1.660522 1.138925 -0.182 -0.058 -0.135 0.128
N 0.356265 1.011702 1.381458 -0.012 0.159 0.206 -0.103
C 1.209996 1.579195 2.171245 -0.328 0.073 -0.138 -0.057
C 2.415154 0.811615 2.375398 0.288 -0.191 0.064 -0.243
C 3.493490 1.225758 3.152517 -0.112 0.020 -0.029 -0.001
C 4.588307 0.393243 3.274294 0.048 -0.036 0.003 -0.042
C 4.583478 -0.833272 2.621727 -0.001 0.017 0.020 -0.035
C 3.479100 -1.180836 1.866910 -0.010 -0.010 -0.023 -0.082
N 2.417755 -0.383213 1.738605 -0.024 -0.023 -0.113 0.042
C -2.871062 1.457340 -0.110222 -0.042 -0.007 -0.017 -0.110
C -3.441699 2.630052 0.391730 -0.011 -0.005 0.003 -0.015
C -4.645511 3.078506 -0.104580 0.006 0.012 0.015 -0.055
C -5.297530 2.365877 -1.113877 0.005 -0.025 -0.018 -0.050
C -4.755676 1.201691 -1.616078 -0.014 0.018 0.002 -0.003
C -3.543092 0.748726 -1.104889 0.042 -0.019 0.019 -0.178
H -3.421991 -0.960525 -2.292958 -0.005 0.002 0.006 0.166
H -1.428380 -1.818604 -1.455458 -0.003 0.003 0.001 0.148
H 1.015318 2.538466 2.635014 0.005 0.010 -0.014 0.134
H 3.461120 2.187898 3.645352 -0.008 0.000 0.002 0.122
H 5.438844 0.693482 3.871094 0.000 0.001 -0.002 0.117
H 5.421021 -1.511808 2.693376 -0.001 -0.002 0.003 0.114
H 3.427776 -2.124287 1.337594 0.001 0.007 -0.014 0.122
H -2.914371 3.169878 1.165798 0.002 0.005 0.001 0.119
H -5.089114 3.984424 0.284576 0.005 0.001 0.004 0.113
H -6.240173 2.725957 -1.503245 -0.003 -0.005 -0.003 0.115
H -5.260728 0.642710 -2.394105 -0.005 0.003 0.000 0.121
O 1.547213 -3.299320 -2.365122 -0.003 0.000 -0.017 0.052
C 1.465204 -2.357086 -1.586668 0.027 0.067 -0.007 -0.499
N 0.972615 -2.355985 -0.343492 0.198 -0.199 -0.153 -0.074
C 0.507345 -3.593183 0.229419 -0.002 -0.005 0.015 -0.141
C 0.032166 -3.297903 1.628036 -0.029 0.008 0.053 -0.223
C -0.382837 -4.302683 2.492071 0.002 0.013 0.013 -0.006
C -0.789043 -3.972850 3.770864 -0.008 -0.042 -0.003 -0.044
C -0.770359 -2.641406 4.160524 0.005 0.053 0.003 -0.045
C -0.351979 -1.695920 3.247020 -0.030 -0.006 0.007 -0.095
N 0.039117 -2.008449 2.006306 -0.108 -0.033 -0.151 0.042
C 1.954268 -0.971497 -1.972775 -0.017 0.009 0.029 -0.164
C 2.626224 -0.757572 -3.158550 0.027 0.036 -0.027 0.009
C 3.094745 0.520427 -3.434424 -0.014 -0.032 -0.010 -0.039
C 2.860827 1.532114 -2.519412 -0.004 0.022 0.005 -0.043
C 2.160490 1.238830 -1.359789 -0.029 0.018 -0.017 -0.110
N 1.719500 0.014999 -1.085093 -0.097 -0.246 -0.143 0.056
H 1.295775 -4.354479 0.261751 -0.007 0.009 -0.024 0.138
H -0.305187 -4.044600 -0.355364 -0.003 -0.003 0.008 0.132
H -0.376977 -5.330874 2.155463 0.007 -0.001 -0.004 0.125
H -1.113229 -4.742442 4.458657 0.004 -0.001 -0.001 0.116
H -1.074307 -2.339248 5.152286 -0.003 0.007 -0.002 0.111
H -0.324742 -0.643043 3.499787 0.000 0.005 0.008 0.112
H 2.776884 -1.596334 -3.823925 -0.005 -0.003 0.003 0.125
H 3.635856 0.722085 -4.349465 0.002 -0.002 0.000 0.116
H 3.204385 2.541285 -2.696871 -0.004 0.004 0.005 0.113
H 1.930785 2.006843 -0.633106 0.008 0.011 0.010 0.111
S -1.718362 2.295308 -4.685749 0.143 0.109 -0.059 1.021
C -2.066046 3.553079 -3.579903 -0.135 -0.098 0.058 -0.390
C -1.476494 3.287468 -2.386307 0.101 0.079 -0.088 -0.249
N -0.727759 2.138593 -2.340016 0.053 -0.004 -0.013 -0.007
C -0.755404 1.536148 -3.490660 -0.104 -0.084 0.076 -0.499
H -2.677235 4.396688 -3.852709 -0.031 -0.013 0.009 0.071
H -1.541566 3.909399 -1.505787 0.001 0.014 -0.013 0.110
H -0.217550 0.619951 -3.697676 -0.016 -0.014 0.001 0.072
```
Positions in Å, forces in eV/Å.

Calculated values
2S+1   2
Maximum force   0.009 Eh/bohr
Relative energy (zero: lowest compared OMol25 entry of this formula, charge and spin)   1.0 kcal/mol
Expectation value of S²   0.820
Kohn-Sham gap (spin up / spin down)   7.20 / 6.34 eV
Total charge   +1
HOMO (spin up / spin down)   -10.446 / -9.586 eV
LUMO level (spin up / spin down)   -3.25 / -3.24 eV

***

The lowest relative energy (zero: lowest compared OMol25 entry of this formula, charge and spin) belongs to which entry?
C29H24MnN9OS

***

Which value of relative energy (zero: lowest compared OMol25 entry of this formula, charge and spin) does entry 2 give?
1.0 kcal/mol

***

What is the maximum force in the first record?
0.063 Eh/bohr

***

The lowest maximum force belongs to which entry?
C29H24MnN9OS